Entry 1:
Density functional theory data (ωB97M-V/def2-TZVPD) for C52H68As2Cl3F3N2O4SSr as an isolated structure.

Geometry (Å):
1 Sr -1.9691 -0.5948 -0.6050
2 C 0.5754 3.4512 5.6821
3 C 0.4153 4.1606 4.3293
4 C -0.2534 5.5267 4.5405
5 C 1.8095 4.3953 3.7483
6 C -0.4493 3.2918 3.4205
7 C -0.0127 2.7969 2.2513
8 C -0.8555 1.9394 1.4342
9 N -0.6378 1.5064 0.2509
10 C 0.3778 1.7713 -0.6631
11 C 1.6993 2.0825 -0.3414
12 C 2.6056 2.4686 -1.3123
13 C 2.1115 2.5959 -2.6233
14 C 0.8289 2.2504 -3.0063
15 C -0.0641 1.6718 -2.0311
16 O -1.1883 1.1603 -2.3427
17 C 0.2895 2.5683 -4.4049
18 C -0.9135 3.5140 -4.2386
19 C 1.3282 3.2891 -5.2680
20 C -0.1661 1.3226 -5.1780
21 C 4.0534 2.7781 -0.9280
22 C 4.8697 3.2869 -2.1173
23 C 4.7425 1.5194 -0.3844
24 C 4.0815 3.8632 0.1602
25 C -2.2287 1.5742 1.9700
26 O -2.9976 0.9062 1.2849
27 C -2.6820 2.2227 3.2310
28 C -1.8079 3.0154 3.8724
29 C -4.1227 2.0295 3.6904
30 C -4.3799 2.7659 5.0082
31 C -5.0658 2.6253 2.6305
32 C -4.4704 0.5504 3.9157
33 H 1.1646 4.0725 6.3628
34 H 1.0843 2.4951 5.5529
35 H -0.3858 3.2498 6.1557
36 H 0.3840 6.1629 5.1606
37 H -1.2187 5.4357 5.0394
38 H -0.4134 6.0285 3.5844
39 H 2.3949 5.0083 4.4377
40 H 1.7683 4.9146 2.7891
41 H 2.3393 3.4529 3.6033
42 H 0.9637 3.0481 1.8741
43 H 2.0238 1.9548 0.6830
44 H 2.7728 2.9894 -3.3832
45 H -0.6123 4.4286 -3.7209
46 H -1.7010 3.0258 -3.6674
47 H -1.3110 3.7881 -5.2206
48 H 1.6503 4.2329 -4.8200
49 H 0.8875 3.5122 -6.2429
50 H 2.2126 2.6696 -5.4394
51 H -0.8526 0.7195 -4.5901
52 H 0.6892 0.7030 -5.4520
53 H -0.6664 1.6365 -6.1003
54 H 4.9151 2.5443 -2.9164
55 H 5.8934 3.4971 -1.7969
56 H 4.4483 4.2057 -2.5302
57 H 4.8059 0.7486 -1.1535
58 H 4.1895 1.0979 0.4560
59 H 5.7574 1.7525 -0.0462
60 H 3.5870 4.7712 -0.1904
61 H 5.1120 4.1089 0.4349
62 H 3.5668 3.5317 1.0630
63 H -2.1106 3.4926 4.7948
64 H -4.2656 3.8479 4.9006
65 H -3.7094 2.4184 5.7972
66 H -5.4040 2.5678 5.3317
67 H -4.8435 3.6825 2.4654
68 H -6.0992 2.5427 2.9779
69 H -4.9802 2.0945 1.6852
70 H -3.8701 0.1305 4.7232
71 H -4.2933 -0.0417 3.0234
72 H -5.5293 0.4774 4.1842
73 C -1.9439 -4.0958 -4.0457
74 As -0.5197 -3.3490 -2.9170
75 C -0.5304 -4.7744 -1.5760
76 C 1.0347 -3.9958 -3.9585
77 C 1.1024 -5.3216 -4.3815
78 C 2.1818 -5.7914 -5.1136
79 C 3.2191 -4.9259 -5.4293
80 C 3.1668 -3.6053 -5.0095
81 C 2.0848 -3.1224 -4.2719
82 As 1.9303 -1.2320 -3.7259
83 C 3.5763 -0.5268 -4.5617
84 C 2.6921 -1.3909 -1.9345
85 H -1.8239 -5.1693 -4.2054
86 H -1.9682 -3.5674 -4.9971
87 H -2.8773 -3.8897 -3.5239
88 H -0.5100 -5.7670 -2.0296
89 H -1.4359 -4.6558 -0.9786
90 H 0.3148 -4.6157 -0.9122
91 H 0.2952 -6.0035 -4.1377
92 H 2.2119 -6.8263 -5.4360
93 H 4.0701 -5.2774 -6.0020
94 H 3.9855 -2.9442 -5.2657
95 H 4.4783 -1.0526 -4.2432
96 H 3.6430 0.5119 -4.2319
97 H 3.5043 -0.5406 -5.6502
98 H 3.6517 -1.9131 -1.9681
99 H 1.9961 -1.8974 -1.2657
100 H 2.8224 -0.3765 -1.5564
101 F -0.7108 -3.1109 5.4385
102 C -2.0468 -3.0302 5.2971
103 F -2.5376 -4.1357 5.9379
104 F -2.4662 -1.9863 6.0428
105 C -2.5138 -2.9795 3.8722
106 C -3.3028 -4.0130 3.4090
107 C -3.7671 -3.9988 2.1037
108 C -3.4155 -2.9085 1.3271
109 N -2.6492 -1.9077 1.7417
110 C -2.1417 -1.9047 3.0059
111 S -1.0743 -0.6641 3.5035
112 H -3.5545 -4.8306 4.0707
113 H -4.3803 -4.7929 1.7022
114 H -3.7772 -2.8362 0.3030
115 C 2.1390 -2.8883 3.0126
116 C 1.5476 -3.6469 1.8144
117 C 2.6854 -4.3093 1.0252
118 C 0.5878 -4.7245 2.3385
119 C 0.8100 -2.7018 0.9558
120 C 0.1559 -1.9279 0.2682
121 H 2.6597 -3.5778 3.6868
122 H 1.3464 -2.3772 3.5597
123 H 2.8477 -2.1337 2.6658
124 H 3.2441 -5.0054 1.6599
125 H 3.3727 -3.5496 0.6480
126 H 2.2964 -4.8614 0.1670
127 H 1.1213 -5.4346 2.9799
128 H 0.1336 -5.2733 1.5116
129 H -0.2124 -4.2620 2.9167
130 Cl -4.4999 1.0818 -1.4977
131 C -5.0781 -0.1168 -2.6976
132 Cl -6.4754 -0.9701 -2.0013
133 Cl -5.5870 0.7469 -4.1474
134 C -3.9085 -1.1584 -2.9882
135 O -3.4788 -1.1858 -4.1244
136 O -3.5893 -1.8137 -1.9668

Output
LUMO level: 3.45 eV
multiplicity: 1
net charge: -2
gap between HOMO and LUMO: 5.6 eV

Entry 2:
Density functional theory data (ωB97M-V/def2-TZVPD) for C50H40BCl2F2MoN8O6 as an isolated structure in a non-equilibrium geometry.

Geometry (Å):
1 Mo -0.0349 -2.3228 -0.8001
2 F 0.4816 -4.8540 4.0058
3 C 0.0117 -4.8795 2.7508
4 C 0.3583 -3.8631 1.8845
5 C -0.1249 -3.8949 0.5844
6 C -0.9310 -4.9738 0.1615
7 C -1.2626 -5.9443 1.0896
8 F -2.0538 -6.9764 0.7419
9 C -0.8120 -5.9195 2.3897
10 C -1.2649 -5.0142 -1.2780
11 C -1.9075 -6.0470 -1.9506
12 C -1.9990 -6.0139 -3.3286
13 C -1.4345 -4.9610 -4.0363
14 C -0.8415 -3.9563 -3.3193
15 N -0.7751 -3.9693 -1.9812
16 H 0.9779 -3.0516 2.2441
17 H -1.0928 -6.6942 3.0916
18 H -2.3082 -6.8794 -1.3969
19 H -2.4984 -6.8206 -3.8547
20 H -1.4461 -4.9228 -5.1186
21 H -0.3996 -3.1036 -3.8114
22 O -3.0278 -2.4642 -0.9724
23 N -1.8847 -2.1174 -0.6497
24 Cl 6.7100 2.5133 2.0243
25 C 5.5301 3.0436 3.1662
26 C 5.9293 3.6488 4.3322
27 C 4.9648 4.0673 5.2374
28 C 3.6165 3.8611 4.9893
29 C 3.2116 3.2573 3.8181
30 Cl 1.5395 2.9198 3.6176
31 C 4.1715 2.8622 2.8652
32 N 3.8540 2.2225 1.6532
33 C 2.9281 2.5691 0.7576
34 C 2.3658 3.8826 0.7597
35 C 1.4328 4.2065 -0.1712
36 C 1.0322 3.2454 -1.1313
37 C 1.5762 1.9603 -1.1442
38 C 2.5303 1.5906 -0.2210
39 C 2.9561 0.1546 -0.1096
40 C 1.9821 -0.4753 0.8993
41 O 2.0871 -0.2463 2.0725
42 O 0.9793 -1.0983 0.3227
43 H 6.9833 3.8003 4.5245
44 H 5.2713 4.5450 6.1590
45 H 2.8664 4.1572 5.7105
46 H 4.5086 1.4983 1.3697
47 H 2.7050 4.6136 1.4859
48 H 1.0029 5.2019 -0.1755
49 H 0.2839 3.5105 -1.8712
50 H 1.2373 1.2231 -1.8656
51 H 3.9667 0.0179 0.2682
52 H 2.8586 -0.3301 -1.0684
53 C -1.8631 0.8359 6.5253
54 C -2.1329 2.0068 5.5699
55 C -1.1719 3.1448 5.9353
56 C -3.5790 2.4885 5.7642
57 C -1.9620 1.5891 4.1030
58 C -1.7560 2.5585 3.1087
59 C -1.6464 2.2437 1.7535
60 C -1.7454 0.9153 1.4253
61 O -1.6839 0.3204 0.1801
62 B -1.8406 -1.0238 0.4424
63 O -2.0181 -1.2876 1.7798
64 C -1.9497 -0.0457 2.3856
65 C -2.0680 0.2478 3.7221
66 H -1.8281 1.2023 7.5550
67 H -0.9043 0.3534 6.3035
68 H -2.6515 0.0775 6.4766
69 H -1.2751 3.3771 6.9982
70 H -1.3838 4.0643 5.3815
71 H -0.1299 2.8578 5.7471
72 H -3.7297 2.8298 6.7943
73 H -4.2907 1.6809 5.5614
74 H -3.8071 3.3215 5.0903
75 H -1.6799 3.6029 3.3939
76 H -1.4931 3.0102 0.9979
77 H -2.2344 -0.5521 4.4356
78 C -1.8269 0.9696 -6.5137
79 N -0.8845 0.3254 -5.5986
80 N -1.0958 0.2499 -4.2323
81 C -0.1115 -0.5224 -3.6664
82 O -0.0455 -0.7207 -2.4230
83 C 0.7237 -0.9356 -4.7339
84 C 0.2067 -0.4002 -5.8911
85 C 0.6893 -0.5493 -7.2965
86 C -2.1396 0.9478 -3.5495
87 C -3.0911 0.2115 -2.8699
88 C -4.0891 0.8747 -2.1672
89 C -4.1319 2.2639 -2.1574
90 C -3.1703 2.9969 -2.8512
91 C -2.1654 2.3364 -3.5486
92 H -2.8090 1.0032 -6.0551
93 H -1.8896 0.3820 -7.4250
94 H -1.5196 1.9840 -6.7602
95 H 1.6056 -1.5593 -4.6569
96 H 1.6391 -1.0808 -7.2970
97 H 0.8284 0.4227 -7.7761
98 H -0.0205 -1.1246 -7.8962
99 H -3.0532 -0.8706 -2.8808
100 H -4.8370 0.2953 -1.6337
101 H -4.9216 2.7797 -1.6180
102 H -3.2006 4.0834 -2.8466
103 H -1.4037 2.8927 -4.0917
104 N 1.6600 -2.9052 -1.7363
105 C 2.5545 -2.9358 -2.4577
106 C 3.5799 -2.9012 -3.3858
107 C 4.8535 -2.3838 -2.9767
108 N 5.8463 -1.9192 -2.6006
109 C 3.2762 -3.2745 -4.7372
110 N 2.9559 -3.5343 -5.8205

Output
expectation value of S²: 2.3986
LUMO level (spin up / spin down): -3.15 / -5.91 eV
multiplicity: 3
net charge: +1
gap between HOMO and LUMO (spin up / spin down): 6.8 / 4.3 eV

Entry 3:
Density functional theory data (ωB97M-V/def2-TZVPD) for a 2-piece molecular cluster, C12H26NO3 overall in a non-equilibrium geometry.

Geometry (Å):
1 C -0.5861 1.7250 0.0890
2 C -0.5844 1.0330 -1.4304
3 C -0.4389 -0.6177 -1.3754
4 C 1.1373 -1.1306 -1.5149
5 C 1.2477 -2.5661 -0.6664
6 C 2.8388 -3.0640 -0.5514
7 C 3.5353 -2.0700 0.5535
8 C 5.1595 -2.3214 0.7619
9 N 5.9147 -1.1951 0.0789
10 C 5.4110 -2.1721 2.4087
11 O 5.5878 -3.2798 3.1338
12 O 5.3738 -0.8149 2.9847
13 H -0.2408 0.9786 0.9288
14 H 0.0421 2.7338 0.1042
15 H -1.6999 2.0505 0.3582
16 H 0.3047 1.4743 -2.0684
17 H -1.6511 1.2973 -1.8896
18 H -1.0384 -1.1607 -2.2441
19 H -0.8131 -1.0610 -0.3379
20 H 1.8835 -0.3106 -1.1148
21 H 1.4492 -1.3612 -2.6229
22 H 0.8789 -2.2995 0.4366
23 H 0.5613 -3.3450 -1.2080
24 H 3.4115 -2.9912 -1.5789
25 H 2.8015 -4.1734 -0.1217
26 H 3.0160 -2.2717 1.6089
27 H 3.4037 -0.9297 0.3225
28 H 5.5018 -3.3896 0.3831
29 H 5.8836 -1.2885 -0.9783
30 H 5.4878 -0.2628 0.3509
31 C -5.7605 3.5609 -0.4790
32 C -4.9659 2.4135 0.1238
33 C -5.6183 1.8957 1.3959
34 O -3.6440 2.8577 0.4182
35 H -5.8175 4.4060 0.2162
36 H -5.2727 3.9314 -1.3870
37 H -6.7780 3.2468 -0.7313
38 H -4.8836 1.5999 -0.6050
39 H -5.6703 2.6818 2.1576
40 H -5.0290 1.0785 1.8254
41 H -6.6316 1.5316 1.1999
42 H -3.7073 3.5803 1.0647

Output
LUMO level: 2.15 eV
multiplicity: 1
net charge: -1
gap between HOMO and LUMO: 6.1 eV

Entry 4:
Density functional theory data (ωB97M-V/def2-TZVPD) for C4H10NOS as an isolated structure in a non-equilibrium geometry.

Geometry (Å):
1 C -0.9058 1.0781 0.1398
2 C -1.9762 -0.9729 -0.5499
3 C 2.6553 0.3627 0.5525
4 C -0.8239 -0.1240 -0.7592
5 N 0.5091 -1.2121 -0.1073
6 O 0.4562 -1.0328 1.1154
7 S 2.0261 -0.2647 -0.9854
8 H -0.6590 0.7022 1.1615
9 H -0.1993 1.9636 -0.2703
10 H -1.8408 1.5987 0.3524
11 H -2.9584 -0.6212 -1.0884
12 H -2.0989 -1.1503 0.5630
13 H -1.7971 -2.0172 -1.0352
14 H 2.5189 1.4287 0.6025
15 H 3.6968 0.1827 0.7865
16 H 2.0232 0.0376 1.3021
17 H -0.6263 0.0407 -1.7799

Output
LUMO level (spin up / spin down): 3.91 / 3.91 eV
multiplicity: 1
net charge: -1
gap between HOMO and LUMO (spin up / spin down): 6.1 / 6.1 eV

| no. | energy (eV) |
| --- | --- |
| 1 | -245270.92697 |
| 2 | -109712.03190 |
| 3 | -20494.47407 |
| 4 | -18679.96120 |